# CH2N4O3

A 2-piece molecular cluster, CH2N4O3 overall (ωB97M-V/def2-TZVPD, the OMol25 dataset).

XYZ file:
```
10
CH2N4O3 | the OMol25 dataset | ωB97M-V/def2-TZVPD
C 0.35488 -0.22404 0.04839
H 3.11901 0.53933 0.44920
H -1.95191 1.70442 0.77381
N 1.37027 0.60008 0.03581
N -1.23117 -1.82613 -0.23132
N -1.79031 -0.73954 -0.23279
N -0.97005 0.23028 -0.33777
O 2.50578 -0.21505 -0.48258
O 0.23966 -1.47602 0.17604
O -1.64616 1.40669 -0.19879
```

Computed properties:
Gap between HOMO and LUMO (eV): 8.68
Total charge: 0
Lowest unoccupied orbital energy (hartree): -0.013
DFT total energy (eV): -13162.5308

# CH2N4O3

One molecule with the formula CH2N4O3 (ωB97M-V/def2-TZVPD, the OMol25 dataset).

XYZ file:
```
10
CH2N4O3 | the OMol25 dataset | ωB97M-V/def2-TZVPD
O -0.15992 1.76493 1.53994
N -0.86258 0.54374 1.35270
C -0.77042 -0.04401 0.26458
N -1.09515 -1.52405 0.19101
N -0.74825 -1.90650 -0.90873
O -0.36852 -0.65383 -1.62034
N 0.07530 0.20853 -0.86773
O 1.46895 0.28420 -0.49593
H 0.54961 2.01706 0.86595
H 1.91098 -0.69006 -0.32145
```

Computed properties:
Gap between HOMO and LUMO (eV): 9.79
Total charge: 0
Lowest unoccupied orbital energy (hartree): -0.029
DFT total energy (eV): -13163.7402
SMILES: O/N=c1/nnon1O

# CH2N4OS

One molecule with the formula CH2N4OS (ωB97M-V/def2-TZVPD, the OMol25 dataset).

XYZ file:
```
9
CH2N4OS | the OMol25 dataset | ωB97M-V/def2-TZVPD
O -0.68341 -1.53574 -0.90032
N 0.23748 -0.87223 -0.16969
N 1.36956 -0.39441 -1.04607
N 1.90313 0.62548 -0.32893
N 1.10416 0.91942 0.70218
C -0.18261 0.20437 0.52218
S -1.65007 0.69576 0.71814
H -1.44415 -0.75844 -0.72138
H 2.10784 -1.26180 -0.80180
```

Computed properties:
Gap between HOMO and LUMO (eV): 8.90
Total charge: 0
Lowest unoccupied orbital energy (hartree): -0.036
DFT total energy (eV): -19906.7800
SMILES: On1[nH]nnc1=S

# CH2N4OS

One molecule with the formula CH2N4OS (ωB97M-V/def2-TZVPD, the OMol25 dataset).

XYZ file:
```
9
CH2N4OS | the OMol25 dataset | ωB97M-V/def2-TZVPD
O -0.77246 -1.33985 0.81548
N -0.36341 -0.15050 0.27225
N 0.10768 0.93042 1.06441
N 1.08624 1.54308 0.23688
N 1.21946 0.85373 -0.84122
C 0.41644 -0.21109 -0.84709
S -0.11070 -1.29414 -2.10175
H -0.97248 -1.75333 -0.20235
H -0.61078 1.42167 1.60340
```

Computed properties:
Gap between HOMO and LUMO (eV): 7.61
Total charge: 0
Lowest unoccupied orbital energy (hartree): -0.050
DFT total energy (eV): -19907.4886
SMILES: On1[nH]nnc1=S

# CH2N7

CH2N7 as an isolated structure (ωB97M-V/def2-TZVPD, the OMol25 dataset).

XYZ file:
```
10
CH2N7 | the OMol25 dataset | ωB97M-V/def2-TZVPD
C 1.11404 0.12692 -0.08709
N 1.30749 -0.94512 -1.06245
N -0.07649 1.02624 -0.11016
N 0.23533 -0.85327 0.61448
N -1.08192 1.08560 -1.03018
N 0.45409 -1.67012 -0.52219
N -1.85939 0.33531 -0.41492
N -0.86969 0.07777 0.64094
H 1.99816 0.58284 0.36531
H -1.22161 0.23381 1.60625
```

Computed properties:
Gap between HOMO and LUMO (eV): 10.27
Total charge: +1
Lowest unoccupied orbital energy (hartree): -0.235
DFT total energy (eV): -11481.9523

# CH2NO

A 2-piece molecular cluster, CH2NO overall (ωB97M-V/def2-TZVPD, the OMol25 dataset).

XYZ file:
```
5
CH2NO | the OMol25 dataset | ωB97M-V/def2-TZVPD
C 0.92669 0.05339 -0.01895
N -1.38489 -0.20565 0.55602
O -2.02338 0.04413 -0.30621
H 1.44950 -0.62648 0.64753
H 1.03208 0.73461 -0.87840
```

Computed properties:
Gap between HOMO and LUMO (spin up / spin down) (eV): 7.95 / 7.60
Total charge: +1
Lowest unoccupied orbital energy (spin up / spin down) (hartree): -0.296 / -0.295
DFT total energy (eV): -4591.6113

# CH2NO2

An isolated ion of composition CH2NO2 and charge -1 (ωB97M-V/def2-TZVPD, the OMol25 dataset).

XYZ file:
```
6
CH2NO2 | the OMol25 dataset | ωB97M-V/def2-TZVPD
C 0.38369 -0.17142 -0.55274
N -0.36410 0.05333 0.47250
O -1.48233 -0.57475 0.67396
O 0.18620 0.76466 1.39092
H 1.17041 0.57317 -0.53422
H 0.10613 -0.64499 -1.45042
```

Computed properties:
Gap between HOMO and LUMO (eV): 7.75
Total charge: -1
Lowest unoccupied orbital energy (hartree): 0.182
DFT total energy (eV): -6651.8284
SMILES: C=[N+]([O-])[O-]

# CH2NO2PS

A 2-piece molecular cluster, CH2NO2PS overall (ωB97M-V/def2-TZVPD, the OMol25 dataset).

XYZ file:
```
8
CH2NO2PS | the OMol25 dataset | ωB97M-V/def2-TZVPD
N 0.83162 2.11142 1.64049
C 0.59509 1.50567 0.60677
O 0.32423 0.67442 -0.20137
H 0.86484 3.08214 1.65402
O -1.95251 -0.72858 -1.04508
P -1.22480 -1.30695 0.08339
S 0.28850 -2.60670 -0.64767
H 0.27303 -2.73142 -2.09056
```

Computed properties:
Gap between HOMO and LUMO (eV): 9.26
Total charge: 0
Lowest unoccupied orbital energy (hartree): -0.011
DFT total energy (eV): -26778.4202
SMILES: N=C=O.O=PS

# CH2NO2S

A 2-piece molecular cluster, CH2NO2S overall (ωB97M-V/def2-TZVPD, the OMol25 dataset).

XYZ file:
```
7
CH2NO2S | the OMol25 dataset | ωB97M-V/def2-TZVPD
C 3.16827 -0.42551 -0.03830
N -0.20115 0.39156 0.45783
O 2.48370 -1.22060 -0.45822
O 3.95685 0.27656 0.37118
S 0.96054 1.63254 -0.12181
H -1.00831 0.64595 -0.10876
H 0.19304 -0.50749 0.06298
```

Computed properties:
Gap between HOMO and LUMO (eV): 5.54
Total charge: -1
Lowest unoccupied orbital energy (hartree): 0.136
DFT total energy (eV): -17490.7028

# CH2NO2S

A 2-piece molecular cluster, CH2NO2S overall (ωB97M-V/def2-TZVPD, the OMol25 dataset).

XYZ file:
```
7
CH2NO2S | the OMol25 dataset | ωB97M-V/def2-TZVPD
C -0.12272 -0.10451 0.57344
N 2.35115 0.69057 -0.09154
O 3.60299 2.16952 -1.85632
O 1.11205 1.98450 -1.81333
S 2.39494 1.49985 -1.29977
H 0.48393 -0.74268 1.41774
H -0.10503 0.98512 0.93379
```

Computed properties:
Gap between HOMO and LUMO (spin up / spin down) (eV): 8.13 / 8.13
Total charge: -1
Lowest unoccupied orbital energy (spin up / spin down) (hartree): 0.134 / 0.134
DFT total energy (eV): -17484.8650

# CH2NO2S

An isolated ion of composition CH2NO2S and charge -1 (ωB97M-V/def2-TZVPD, the OMol25 dataset).

XYZ file:
```
7
CH2NO2S | the OMol25 dataset | ωB97M-V/def2-TZVPD
C -0.85971 -0.64328 -0.99016
N 0.32394 0.62927 -0.51955
O 1.74625 1.39457 1.21070
O 0.22737 -0.38297 1.88422
S 0.39709 0.81786 1.05503
H -1.26915 -0.22242 -1.82443
H -0.56579 -1.59304 -0.81581
```

Computed properties:
Gap between HOMO and LUMO (spin up / spin down) (eV): 7.28 / 7.67
Total charge: -1
Lowest unoccupied orbital energy (spin up / spin down) (hartree): 0.144 / 0.140
DFT total energy (eV): -17485.9482

# CH2NO3P

CH2NO3P as an isolated structure (ωB97M-V/def2-TZVPD, the OMol25 dataset).

XYZ file:
```
8
CH2NO3P | the OMol25 dataset | ωB97M-V/def2-TZVPD
C -0.30936 -3.35013 -2.18701
N 0.60891 -4.07123 -2.25599
O -3.04576 -0.48281 1.17933
O -1.24254 -2.59348 -2.07018
O -0.57327 -0.27394 1.17845
P -1.81915 -0.32512 0.32803
H 3.52662 5.69024 1.71686
H 2.85456 5.40647 2.11051
```

Computed properties:
Gap between HOMO and LUMO (eV): 6.02
Total charge: -2
Lowest unoccupied orbital energy (hartree): 0.204
DFT total energy (eV): -17991.0842